(1)
{"formula": "C3H3OYb", "method": "ωB97M-V/def2-TZVPD", "spin_multiplicity": 2, "e_homo_ev": [-18.51, -18.72], "charge": 2, "s2": 0.763, "energy_ha": -1349.2040, "e_above_lowest_kj_mol": 52.4, "species": ["H", "O", "C", "C", "C", "H", "H", "Yb"], "coordinates": [[1.592, -0.057, -1.170], [0.900, -0.231, 0.961], [0.816, 0.512, -0.643], [-0.519, -0.029, -0.578], [-0.347, -0.647, 0.680], [0.964, 1.599, -0.658], [-1.451, 0.348, -0.996], [-1.954, -1.495, 2.404]], "lowdin_charge": [0.153, -0.002, 0.126, 0.001, -0.321, 0.151, 0.133, 1.761]}

=====

(2)
{"formula": "C21H29BrCrN2O5", "method": "ωB97M-V/def2-TZVPD", "spin_multiplicity": 2, "e_homo_ev": [-11.45, -11.40], "charge": 1, "s2": 0.791, "energy_ha": -4921.5250, "species": ["Cr", "C", "O", "C", "C", "O", "C", "C", "O", "C", "H", "H", "H", "H", "H", "H", "H", "H", "H", "H", "H", "H", "H", "H", "C", "N", "C", "C", "C", "C", "C", "C", "C", "C", "H", "H", "H", "H", "H", "H", "H", "H", "H", "H", "H", "H", "Br", "C", "C", "N", "C", "C", "C", "C", "O", "O", "H", "H", "H"], "coordinates": [[-0.624, -0.245, -0.473], [1.477, -0.154, -3.277], [0.285, -0.636, -2.640], [-0.267, -1.768, -3.295], [-1.152, -2.485, -2.301], [-1.931, -1.556, -1.536], [-2.986, -0.867, -2.234], [-2.603, 0.557, -2.565], [-2.244, 1.184, -1.336], [-1.884, 2.560, -1.515], [2.278, -0.891, -3.186], [1.772, 0.761, -2.770], [1.279, 0.035, -4.334], [0.524, -2.452, -3.615], [-0.824, -1.446, -4.183], [-0.529, -2.998, -1.567], [-1.800, -3.209, -2.797], [-3.840, -0.855, -1.556], [-3.262, -1.408, -3.140], [-3.459, 1.062, -3.021], [-1.757, 0.599, -3.257], [-2.726, 3.112, -1.936], [-1.014, 2.653, -2.169], [-1.633, 2.959, -0.537], [-2.889, 0.023, 1.520], [-1.672, -0.784, 1.297], [-2.057, -2.216, 1.306], [-0.709, -0.571, 2.413], [0.636, -1.066, 1.958], [1.673, -1.354, 2.833], [2.908, -1.734, 2.327], [3.099, -1.825, 0.954], [2.057, -1.529, 0.085], [0.813, -1.150, 0.576], [-3.377, -0.273, 2.452], [-3.589, -0.131, 0.701], [-2.638, 1.081, 1.577], [-2.505, -2.467, 2.271], [-1.177, -2.835, 1.149], [-2.790, -2.418, 0.531], [-1.059, -1.073, 3.320], [-0.647, 0.499, 2.623], [1.521, -1.267, 3.903], [3.725, -1.957, 3.000], [4.067, -2.113, 0.564], [2.225, -1.575, -0.986], [5.216, 3.315, 3.356], [3.468, 2.908, 2.774], [2.412, 2.927, 3.677], [1.160, 2.679, 3.310], [0.930, 2.382, 2.038], [1.928, 2.295, 1.076], [3.232, 2.586, 1.450], [1.613, 1.878, -0.328], [2.384, 2.071, -1.245], [0.467, 1.259, -0.455], [2.575, 3.151, 4.725], [-0.108, 2.224, 1.768], [4.030, 2.548, 0.721]], "lowdin_charge": [0.905, -0.025, -0.255, -0.166, -0.120, -0.244, -0.108, -0.165, -0.243, -0.039, 0.102, 0.073, 0.109, 0.147, 0.140, 0.140, 0.148, 0.139, 0.149, 0.151, 0.133, 0.107, 0.107, 0.099, -0.038, -0.316, -0.040, -0.129, -0.237, -0.021, -0.061, -0.063, -0.074, -0.155, 0.111, 0.087, 0.101, 0.110, 0.104, 0.093, 0.142, 0.106, 0.123, 0.111, 0.110, 0.093, 0.776, -0.659, -0.168, 0.089, -0.105, -0.096, -0.031, -0.519, 0.095, -0.159, 0.109, 0.103, 0.125]}